Entry 1:
Molecular formula: C59H44N7OS3Ti
Method: DFT, the ωB97M-V functional and the def2-TZVPD basis

Energy   -4777.2648 Ha
Frontier orbital gap (spin up / spin down)   0.182 / 0.199 Ha
Charge   -1
Multiplicity   3

Structure (XYZ):
```
115
Properties=species:S:1:pos:R:3:lowdin_spin:R:1
Ti -0.41 0.46 -0.21 0.201
C 2.81 0.98 6.55 -0.001
C 3.66 0.34 5.66 0.001
C 3.23 0.04 4.38 0.000
C 1.94 0.38 3.95 0.001
C 1.09 1.00 4.86 -0.001
C 1.52 1.30 6.15 0.000
C 1.56 0.00 2.56 -0.003
C 2.29 0.60 1.46 0.063
C 3.55 1.22 1.45 -0.011
C 3.77 1.69 0.17 0.062
C 2.62 1.36 -0.58 -0.010
C 2.45 1.45 -1.98 0.164
C 3.58 2.00 -2.78 0.017
C 3.41 3.13 -3.57 0.012
C 4.45 3.63 -4.34 -0.001
C 5.69 3.00 -4.33 0.008
C 5.88 1.88 -3.54 0.000
C 4.83 1.38 -2.77 0.010
C 1.35 0.97 -2.69 -0.026
N 0.12 0.56 -2.15 0.013
C -0.69 0.26 -3.23 0.104
C -2.09 0.06 -3.16 -0.057
C -2.81 -0.08 -4.46 -0.008
C -3.35 -1.30 -4.83 -0.004
C -4.03 -1.45 -6.03 0.002
C -4.18 -0.37 -6.88 -0.002
C -3.64 0.86 -6.53 0.002
C -2.96 1.00 -5.33 -0.004
C -2.85 0.07 -2.02 0.094
C -4.29 0.23 -2.04 -0.013
C -4.72 0.27 -0.77 0.076
C -3.57 0.04 0.11 -0.002
N -2.40 0.02 -0.70 0.019
C -3.74 -0.21 1.44 0.110
C -2.67 -0.72 2.31 0.019
C -2.84 -1.70 3.42 0.002
C -1.37 -2.03 3.32 0.004
C 0.51 -0.83 2.32 0.060
N -1.60 0.18 2.76 0.027
C -5.08 -0.19 2.08 0.011
C -6.11 -1.04 1.66 0.007
C -7.33 -1.05 2.32 0.000
C -7.54 -0.24 3.42 0.007
C -6.52 0.58 3.87 0.000
C -5.30 0.60 3.20 0.009
C 0.05 0.36 -4.43 -0.034
C 1.30 0.82 -4.10 0.101
N 1.70 0.75 0.22 0.026
H 3.14 1.22 7.56 0.000
H 4.66 0.06 5.97 0.000
H 3.88 -0.48 3.70 0.000
H 0.07 1.22 4.58 0.000
H 0.84 1.79 6.84 0.000
H 4.21 1.31 2.30 -0.002
H 4.65 2.20 -0.20 0.004
H 2.44 3.62 -3.58 0.000
H 4.29 4.51 -4.95 0.000
H 6.50 3.39 -4.94 0.001
H 6.84 1.38 -3.53 0.000
H 4.98 0.51 -2.14 0.000
H -3.23 -2.15 -4.15 0.000
H -4.45 -2.41 -6.29 0.000
H -4.71 -0.48 -7.82 0.000
H -3.75 1.72 -7.18 0.000
H -2.53 1.96 -5.05 0.000
H -4.87 0.33 -2.94 -0.003
H -5.73 0.41 -0.43 0.004
H -3.64 -1.97 4.09 0.000
H -0.94 -2.88 3.83 0.001
H -5.94 -1.70 0.82 0.000
H -8.12 -1.72 1.97 0.000
H -8.49 -0.26 3.94 0.000
H -6.67 1.22 4.73 0.000
H -4.49 1.23 3.56 0.001
H -0.32 0.13 -5.41 -0.005
H 2.12 1.01 -4.77 0.007
C -2.32 -4.82 1.87 0.000
S -2.72 -3.34 0.93 0.000
C -2.27 -2.17 2.15 0.008
S 0.20 -1.62 0.76 0.031
N -0.55 -0.83 3.27 0.027
N -1.14 0.99 1.70 0.187
C -0.65 2.16 2.11 0.219
C -0.22 3.06 1.12 0.097
C 0.37 4.31 1.40 0.053
C 0.70 5.13 0.36 0.051
C 0.46 4.70 -0.96 0.099
C -0.04 3.44 -1.17 0.017
N -0.38 2.61 -0.17 0.124
H -2.59 -5.68 1.26 0.000
H -2.89 -4.86 2.81 0.000
H -1.25 -4.86 2.08 0.000
H -0.58 2.41 3.16 0.012
H 0.55 4.58 2.43 0.001
H 1.15 6.09 0.55 0.001
H 0.71 5.32 -1.81 0.006
H -0.17 3.04 -2.17 -0.001
C 4.38 -2.28 -2.26 0.000
S 2.83 -2.01 -1.37 0.000
O 1.80 -2.74 -2.15 0.000
C 3.23 -3.04 0.05 0.002
C 2.67 -4.30 0.13 0.001
C 2.93 -5.08 1.25 0.000
C 3.75 -4.58 2.27 0.000
C 4.29 -3.31 2.17 0.000
C 4.02 -2.52 1.06 0.001
H 4.51 -3.35 -2.43 0.000
H 5.21 -1.87 -1.70 0.000
H 4.26 -1.76 -3.21 0.000
H 2.01 -4.63 -0.66 0.000
H 2.49 -6.06 1.34 0.000
H 3.94 -5.19 3.14 0.000
H 4.90 -2.92 2.97 0.000
H 4.39 -1.50 1.00 0.000
```

=====

Entry 2:
Molecular formula: C31H17N6O10Pd
Method: DFT, the ωB97M-V functional and the def2-TZVPD basis

Energy   -2399.8246 Ha
Frontier orbital gap (spin up / spin down)   0.302 / 0.201 Ha
Charge   +1
Multiplicity   5

Structure (XYZ):
```
65
Properties=species:S:1:pos:R:3:lowdin_spin:R:1
Pd -0.42 -0.03 0.15 1.675
O 6.45 1.79 0.12 0.287
C 5.75 2.36 0.90 0.090
O 5.70 3.20 1.75 0.264
C 4.14 1.73 0.70 0.286
C 3.11 2.39 1.32 0.028
C 1.82 1.88 1.11 0.025
N 1.65 0.82 0.33 0.157
C 2.64 0.18 -0.28 0.024
C 3.96 0.61 -0.08 0.027
C 2.30 -0.98 -1.13 0.012
C 3.26 -1.67 -1.87 0.005
C 2.89 -2.79 -2.59 -0.004
C 1.56 -3.20 -2.57 0.006
C 0.66 -2.43 -1.85 0.006
N 1.01 -1.36 -1.17 0.130
C 0.61 2.47 1.74 0.013
C 0.65 3.59 2.56 0.005
C -0.52 4.08 3.11 -0.005
C -1.72 3.43 2.83 0.005
C -1.68 2.32 2.00 0.006
N -0.56 1.87 1.47 0.128
H 3.32 3.26 1.92 0.002
H 4.81 0.11 -0.52 0.002
H 4.29 -1.36 -1.87 0.001
H 3.62 -3.34 -3.16 0.000
H 1.24 -4.08 -3.11 0.001
H -0.39 -2.71 -1.82 0.001
H 1.59 4.08 2.79 0.001
H -0.51 4.94 3.75 0.000
H -2.65 3.77 3.25 0.001
H -2.59 1.78 1.76 0.001
O -1.41 -0.75 2.16 0.227
C -0.42 -1.45 2.43 0.020
N 0.61 -1.46 1.56 0.201
C 1.63 -2.27 1.99 0.026
O 2.67 -2.46 1.40 0.006
C 1.18 -2.83 3.31 0.017
C 1.82 -3.70 4.15 0.004
C 1.13 -4.07 5.31 -0.001
C -0.13 -3.57 5.59 -0.001
C -0.76 -2.67 4.73 -0.001
C -0.09 -2.31 3.58 0.005
H 2.80 -4.09 3.93 0.000
H 1.59 -4.78 5.98 0.000
H -0.65 -3.89 6.49 0.000
H -1.74 -2.28 4.97 0.000
O -1.41 2.35 -3.42 0.060
C -1.47 1.72 -2.39 0.010
O -0.57 1.51 -1.54 0.187
C -2.83 1.06 -2.02 0.006
C -2.75 -0.06 -1.21 0.034
C -3.90 -0.68 -0.73 0.006
C -5.15 -0.21 -1.09 0.001
C -5.22 0.86 -1.98 0.003
C -4.08 1.51 -2.45 0.000
N -6.54 1.30 -2.45 0.000
O -7.49 0.80 -1.91 0.001
O -6.56 2.12 -3.33 0.000
N -3.70 -1.82 0.14 0.000
O -4.67 -2.31 0.67 0.001
O -2.55 -2.20 0.27 -0.001
H -1.76 -0.51 -0.99 0.009
H -6.05 -0.68 -0.72 0.000
H -4.17 2.34 -3.13 0.000
```

=====

Entry 3:
Molecular formula: C3H6BNO2
Method: DFT, the ωB97M-V functional and the def2-TZVPD basis

Energy   -348.0769 Ha
SMILES string   C[C@H](C#N)B(O)O
Frontier orbital gap   0.420 Ha

Structure (XYZ):
```
13
Properties=species:S:1:pos:R:3:nbo_charge:R:1
C 1.03 1.08 -1.12 -0.569
C 0.60 0.33 0.14 -0.663
C 1.93 -0.06 0.63 0.296
N 2.96 -0.45 0.95 -0.346
B -0.06 -1.09 0.07 1.143
O -0.19 -1.82 1.25 -0.911
O -0.63 -1.60 -1.06 -0.875
H 1.53 0.36 -1.84 0.220
H 1.70 1.86 -0.90 0.221
H 0.19 1.34 -1.62 0.212
H 0.20 0.96 0.98 0.277
H -0.24 -2.76 1.30 0.503
H -1.17 -2.38 -0.82 0.493
```

=====

| no. | strongest force on any atom (eV/A) |
| --- | --- |
| 1 | 0.924 |
| 2 | 2.771 |
| 3 | 3.543 |